Formula: C22H22N6NiO5S2
Source: OMol25
Level of theory: wB97M-V/def2-TZVPD

Each line ends with the Mulliken spin population.
CARTESIAN COORDINATES (ANGSTROEM)
Ni -0.62039 1.57145 -0.70751  1.74
O -1.24624 3.23719 -0.03648  0.07
N -0.93653 3.90199 1.09836  -0.01
C -1.65477 3.57512 2.20716  0.00
C -1.46202 4.20160 3.39126  0.00
C -0.49143 5.22537 3.44105  0.01
C 0.21181 5.54688 2.32222  0.00
C 0.02629 4.88154 1.06970  0.01
S 0.91872 5.26716 -0.30689  0.01
H -2.38314 2.79420 2.05073  0.00
H -2.05025 3.91786 4.25219  0.00
H -0.30840 5.75598 4.36742  0.00
H 0.95657 6.32841 2.33201  0.00
N -0.40296 -0.07360 -1.91645  0.01
C -0.23589 -1.22306 -1.93677  0.01
N -0.03755 -2.50663 -1.99442  0.00
C 0.86563 -3.19239 -1.03031  0.00
C 1.75183 -4.13983 -1.80507  0.00
O 0.96534 -5.01905 -2.60688  0.00
C 0.20177 -4.32081 -3.57081  0.00
C -0.79050 -3.38972 -2.90216  0.00
H 0.25415 -3.74390 -0.31622  0.00
H 1.45957 -2.45586 -0.50088  0.00
H 2.32406 -4.75252 -1.11532  0.00
H 2.44611 -3.57266 -2.43419  0.00
H -0.33027 -5.06623 -4.15878  0.00
H 0.86129 -3.74641 -4.23276  0.00
H -1.50648 -3.96724 -2.31639  0.00
H -1.32655 -2.78887 -3.63340  0.00
N -6.46315 -0.67666 -0.38781  0.00
C -5.41416 -0.57332 0.07003  0.00
C -4.09502 -0.45642 0.65114  0.00
C -3.74920 -1.15892 1.80237  0.00
C -2.47015 -1.02176 2.30444  0.00
C -1.58072 -0.19286 1.64503  -0.01
N -1.91191 0.48527 0.54297  0.02
C -3.14964 0.35729 0.05459  0.01
H -4.47764 -1.79613 2.28585  0.00
H -2.15686 -1.54602 3.19657  0.00
H -0.56744 -0.06494 2.00295  0.00
H -3.40041 0.92275 -0.83379  0.00
N 0.98512 2.44036 -1.63436  0.08
C 1.82012 1.49606 -0.93381  -0.04
C 2.73022 0.68460 -1.58355  0.00
C 3.28912 -0.39222 -0.90649  0.01
C 2.96326 -0.64845 0.42563  0.01
C 2.12024 0.22095 1.10159  0.04
C 1.55487 1.29547 0.42663  0.02
S 3.57771 -2.09851 1.28119  0.00
O 4.00552 -2.97614 0.20340  0.00
O 2.39383 -2.56223 1.99668  0.00
O 4.63312 -1.59266 2.13196  0.00
H 1.04168 3.43003 -1.30808  0.00
H 1.13658 2.39908 -2.63247  -0.01
H 2.93190 0.84220 -2.63928  0.00
H 3.94986 -1.08976 -1.40979  0.00
H 1.90574 0.02584 2.14593  0.00
H 0.93762 2.00110 0.99009  0.01

**Relative energy (zero: lowest compared OMol25 entry of this formula, charge and spin)**: 13.0 kcal/mol
**Multiplicity**: 3

Formula: C30H32MnN3O6P2S
Source: OMol25
Level of theory: wB97M-V/def2-TZVPD

Each line ends with the Mulliken spin population.
CARTESIAN COORDINATES (ANGSTROEM)
Mn 0.54321 -0.63518 0.40524  4.00
O 0.98482 -3.44769 1.96582  0.00
S 1.05310 -3.13592 0.57025  0.01
O 1.37556 -4.17897 -0.34458  -0.01
O 1.99922 -1.89263 0.38827  -0.05
O -0.22901 -2.35382 0.14786  -0.02
C 2.56263 3.47251 -5.58352  0.00
C 2.29564 4.03212 -4.34032  0.00
C 1.65698 3.27974 -3.36656  0.00
C 1.25434 1.96866 -3.62802  0.00
C 1.52534 1.41757 -4.87707  0.00
C 2.18180 2.16468 -5.84696  0.00
P 0.43682 1.09401 -2.24628  -0.02
C 0.42495 -0.64800 -2.80838  0.00
C -0.74528 -1.36902 -3.03436  0.01
C -0.69200 -2.72693 -3.32100  0.00
C 0.52665 -3.37815 -3.40487  0.00
C 1.70212 -2.66508 -3.21099  0.00
C 1.64966 -1.31672 -2.90608  0.01
C -1.33513 1.58040 -2.45863  0.02
C -1.69846 2.20701 -3.62661  0.00
C -3.01970 2.62999 -3.87434  0.00
C -3.98983 2.40377 -2.94675  0.00
C -3.68319 1.75095 -1.72758  -0.01
C -4.71019 1.50515 -0.78506  0.02
C -4.43107 0.86197 0.38715  -0.01
C -3.11779 0.47049 0.68123  0.03
C -2.09292 0.72001 -0.20177  -0.03
C -2.34455 1.34739 -1.46423  0.01
H 3.07038 4.05387 -6.34238  0.00
H 2.59308 5.05147 -4.12799  0.00
H 1.45721 3.70697 -2.38853  0.00
H 1.21839 0.40150 -5.09572  0.00
H 2.38897 1.72334 -6.81364  0.00
H -1.70774 -0.87760 -2.96902  0.00
H -1.61313 -3.27728 -3.46173  0.00
H 0.56456 -4.44193 -3.59519  0.00
H 2.65791 -3.16940 -3.26746  0.00
H 2.57286 -0.76721 -2.75316  0.00
H -0.95658 2.38951 -4.39120  0.00
H -3.25122 3.12320 -4.80965  0.00
H -5.01380 2.71067 -3.12332  0.00
H -5.71708 1.82531 -1.02193  0.00
H -5.21855 0.65892 1.10184  0.00
H -2.87425 -0.01356 1.61822  0.00
C 0.48253 5.40097 0.65601  0.00
P -0.58315 4.05269 -0.02926  0.01
C -1.76691 3.83893 1.36086  0.00
C -1.63889 5.03617 -1.16488  0.00
O -0.84081 0.46908 0.15359  0.04
H -0.06594 6.33490 0.80356  0.00
H 1.33414 5.59056 0.00078  0.00
H 0.87231 5.08871 1.62584  0.00
H -2.00223 4.78463 1.85692  0.00
H -1.38079 3.12134 2.08675  0.00
H -2.69318 3.41683 0.96479  0.00
H -2.11014 5.88826 -0.66905  0.00
H -2.41379 4.38346 -1.57366  0.00
H -1.04180 5.39892 -2.00390  0.00
C 1.28714 3.32292 3.77420  0.00
N 1.86527 2.63793 2.62153  0.00
C 2.96493 3.10415 1.98669  0.00
C 3.54727 2.43459 0.97101  0.00
C 2.94366 1.20709 0.56626  -0.01
N 1.79051 0.81893 1.11070  0.02
C 1.25639 1.45112 2.21018  -0.03
O 0.30068 0.99658 2.80252  0.01
N 3.50643 0.44093 -0.36450  0.01
H 2.01100 4.03930 4.15505  0.00
H 1.05388 2.59028 4.54167  0.00
H 0.36920 3.83805 3.49564  0.00
H 3.36756 4.03354 2.36620  0.00
H 4.44771 2.79756 0.50193  0.00
H 4.38995 0.71332 -0.75559  0.00
H 3.20875 -0.52448 -0.46601  0.00

**Relative energy (zero: lowest compared OMol25 entry of this formula, charge and spin)**: 45.5 kcal/mol
**Multiplicity**: 5

Formula: C29H23Br2Cl3N5O4Se3TeY
Source: OMol25
Level of theory: wB97M-V/def2-TZVPD

Each line ends with the Löwdin charge.
CARTESIAN COORDINATES (ANGSTROEM)
Y 0.03255 0.04322 0.08323  0.78
Cl 1.44381 2.85225 -6.85858  0.66
C 1.44346 2.29436 -5.21253  -0.68
C 0.30904 1.70298 -4.68756  -0.12
C 0.35530 1.26642 -3.38006  -0.56
Cl -1.06758 0.59781 -2.63830  0.75
C 1.47730 1.36028 -2.54184  -0.52
O 1.44926 0.93556 -1.31161  -0.36
C 2.57639 2.01497 -3.12516  -0.57
Cl 4.00011 2.28985 -2.16997  0.73
C 2.57439 2.46286 -4.43216  -0.13
H -0.58879 1.59693 -5.27480  0.11
H 3.45180 2.94628 -4.83419  0.10
O 2.44890 5.39730 3.50095  0.09
C 1.98622 4.31084 2.84837  -0.30
C 2.14612 3.01241 3.31899  0.03
C 1.62988 1.98293 2.56610  -0.17
N 0.99559 2.14489 1.39593  -0.04
C 0.86710 3.39676 0.97060  -0.70
Br 0.01461 3.71767 -0.68424  0.85
C 1.32976 4.51172 1.64378  -0.03
H 2.87908 5.12627 4.32315  0.12
H 2.66657 2.79545 4.24041  0.11
H 1.73570 0.96247 2.90990  0.05
H 1.19502 5.50312 1.24480  0.11
O -3.98517 -4.82648 -2.48547  0.09
C -3.30518 -3.77842 -1.97705  -0.30
C -3.90895 -2.76961 -1.23231  0.02
C -3.12516 -1.73855 -0.75659  -0.14
N -1.81041 -1.66812 -0.98703  -0.16
C -1.26901 -2.64210 -1.69307  -0.76
Br 0.60696 -2.47411 -1.93616  0.82
C -1.93579 -3.72462 -2.22246  -0.02
H -4.91804 -4.76493 -2.24017  0.12
H -4.96965 -2.78706 -1.01966  0.12
H -3.53744 -0.92933 -0.16645  0.04
H -1.43723 -4.49266 -2.78922  0.12
Se -2.28432 1.44865 0.70193  -0.10
Se -2.94984 0.25878 2.61736  -0.18
Te -0.78508 -0.68268 3.48309  0.30
Se -0.31489 -2.30223 1.64145  -0.11
C 2.37379 1.99192 7.36128  -0.05
C 3.23818 1.01729 6.61313  -0.29
C 4.62295 1.14670 6.60977  -0.05
C 5.42906 0.22330 5.97010  -0.02
C 4.86970 -0.87836 5.33058  -0.24
N 5.75915 -1.85157 4.81851  0.13
C 5.45840 -2.94616 4.02993  -0.54
O 5.99694 -4.01692 4.20214  0.08
N 4.51586 -2.76364 3.04087  0.13
C 4.24211 -1.60675 2.29283  -0.23
C 5.15829 -0.58773 2.08098  0.01
C 4.77629 0.46835 1.27324  -0.03
C 3.50633 0.48653 0.72129  -0.17
N 2.60744 -0.47544 0.95488  0.02
C 2.98053 -1.49937 1.71880  -0.12
C 3.48492 -1.00936 5.30195  -0.01
C 2.68985 -0.06135 5.92769  -0.04
H 2.83935 2.28395 8.30175  0.08
H 1.39963 1.56301 7.58476  0.08
H 2.20298 2.90702 6.79134  0.07
H 5.08442 1.97281 7.13700  0.11
H 6.50458 0.33754 5.98947  0.11
H 6.55293 -2.05721 5.41241  0.15
H 4.19406 -3.64059 2.65134  0.16
H 6.14329 -0.62837 2.52069  0.12
H 5.46137 1.27723 1.06324  0.11
H 3.18029 1.28637 0.07719  0.04
H 2.22636 -2.25273 1.90588  0.01
H 3.02579 -1.86480 4.83111  0.11
H 1.61505 -0.19402 5.91224  0.09

**Relative energy (zero: lowest compared OMol25 entry of this formula, charge and spin)**: 8.4 kcal/mol
**Multiplicity**: 1

Formula: C3H7NO2
Source: OMol25
Level of theory: wB97M-V/def2-TZVPD

Each line ends with the Löwdin charge.
CARTESIAN COORDINATES (ANGSTROEM)
N -0.44238 -0.87597 -2.02421  0.07
C 0.12342 -0.73530 -0.72284  -0.37
O -0.24277 -1.59779 0.34139  0.02
C -0.68039 -0.24293 0.39074  -0.24
C -0.06122 0.76463 1.33082  -0.21
O 1.24857 1.06861 0.89215  -0.07
H -0.54677 0.06092 -2.40632  0.08
H 0.21799 -1.33853 -2.64286  0.08
H 1.18461 -0.51260 -0.66902  0.14
H -1.76254 -0.15988 0.27304  0.15
H -0.70912 1.65096 1.26016  0.12
H -0.05853 0.41705 2.37239  0.13
H 1.72913 1.50083 1.60455  0.09

**Relative energy (zero: lowest compared OMol25 entry of this formula, charge and spin)**: 59.0 kcal/mol
**SMILES**: N[C@@H]1O[C@H]1CO
**Multiplicity**: 1

Formula: C12H24F4LiN2O20S4
Source: OMol25
Level of theory: wB97M-V/def2-TZVPD

Each line ends with the Löwdin charge.
CARTESIAN COORDINATES (ANGSTROEM)
Li -0.07060 -1.33550 3.85405  0.77
N 0.23697 -0.49289 2.13697  -0.41
S 1.17406 0.71419 1.64849  0.48
O 0.51371 1.96662 1.60652  -0.23
O 2.16956 0.40716 0.68471  -0.25
F 2.04061 0.78218 3.01501  -0.21
S -0.89951 -0.51038 0.92434  0.52
O -0.35461 -0.51704 -0.38271  -0.25
O -2.13546 0.08107 1.27281  -0.23
F -1.23758 -2.09025 1.09666  -0.23
N 0.79292 6.77794 1.78327  -0.29
S 0.36763 5.35912 1.25913  0.45
O 1.20986 4.73110 0.27738  -0.30
O -1.04187 5.14717 1.16150  -0.29
F 0.82064 4.55309 2.60438  -0.23
S 0.68767 7.67335 0.40454  0.50
O -0.42597 7.48977 -0.46698  -0.28
O 1.95294 7.98663 -0.18037  -0.29
F 0.32352 9.02896 1.18047  -0.22
C 3.36324 1.95630 -2.39824  -0.03
O 3.49489 3.37024 -2.24139  -0.01
C 4.70789 3.87300 -2.42894  -0.63
O 5.70417 3.22723 -2.58526  0.12
O 4.70578 5.19817 -2.50694  0.01
C 3.49952 5.93600 -2.29938  -0.04
H 3.39410 1.72915 -3.47237  0.10
H 2.39846 1.69900 -1.98379  0.09
H 4.16841 1.35743 -1.97886  0.09
H 3.78490 6.91702 -1.92632  0.09
H 2.83636 5.52586 -1.54161  0.07
H 2.94713 6.06542 -3.22998  0.10
C -0.45447 -4.81472 2.34867  -0.01
O 0.47337 -5.27541 3.34066  0.04
C 0.97189 -4.39665 4.17067  -0.62
O 0.86957 -3.19331 4.06951  0.04
O 1.55679 -5.01481 5.17726  0.03
C 1.99887 -4.18455 6.26838  -0.01
H -0.04493 -3.98282 1.77180  0.08
H -1.35010 -4.44666 2.84569  0.10
H -0.61563 -5.62460 1.65018  0.10
H 1.32177 -3.36539 6.48829  0.09
H 3.00139 -3.80136 6.09562  0.10
H 2.00859 -4.88485 7.10022  0.10
C 1.25989 -5.45612 -5.15206  -0.03
O 1.20943 -4.28214 -4.33942  -0.02
C 2.10281 -3.34277 -4.63517  -0.63
O 2.92959 -3.42908 -5.49599  0.13
O 2.02243 -2.27571 -3.85442  0.04
C 1.14059 -2.28369 -2.76220  -0.07
H 0.73193 -6.21986 -4.58907  0.09
H 2.30021 -5.71436 -5.33340  0.09
H 0.75651 -5.31547 -6.10817  0.10
H 0.09383 -2.42717 -3.04664  0.10
H 1.17164 -1.39035 -2.14322  0.08
H 1.30590 -3.07272 -2.01506  0.10
C -4.47142 -0.90473 -0.91326  -0.03
O -5.26308 -0.88679 0.27529  0.01
C -6.56194 -0.63135 0.15627  -0.62
O -7.14668 -0.42927 -0.86662  0.13
O -7.07554 -0.64425 1.38865  0.01
C -8.39683 -0.17086 1.54894  -0.05
H -4.02005 0.08749 -0.96384  0.10
H -5.03599 -1.14921 -1.80820  0.09
H -3.63709 -1.59607 -0.81586  0.08
H -8.84907 0.15981 0.61534  0.09
H -8.41287 0.68577 2.22754  0.09
H -9.02068 -0.93305 2.01655  0.09

**Total energy**: -4085.82430 Eh
**Charge**: -1
**Multiplicity**: 1

Formula: CH6NOS
Source: OMol25
Level of theory: wB97M-V/def2-TZVPD

Each line ends with the Löwdin charge.
CARTESIAN COORDINATES (ANGSTROEM)
S -1.86715 1.89261 -1.51726  -0.36
H -2.87057 2.02419 -2.39350  -0.51
N -0.02735 -1.16967 0.05523  0.02
C 1.13510 -0.64412 0.62972  -0.37
O 0.98858 0.69692 1.18345  -0.12
H -0.76132 -1.41377 0.69617  0.07
H -0.39582 -0.73609 -0.78934  0.03
H 1.38652 -1.22121 1.52604  0.10
H 2.02139 -0.61409 0.01472  0.10
H 0.39060 1.18522 0.59477  0.04

**Relative energy (zero: lowest compared OMol25 entry of this formula, charge and spin)**: 10.5 kcal/mol
**Charge**: -1
**Multiplicity**: 1

In the order shown, the computed M values come out to 573.28 679.55 1225.09 89.09 727.52 80.13 g mol⁻¹.